Entry 1:
Formula: C43H47CoI2N4O2
Source: the Open Molecules 2025 dataset
Level of theory: ωB97M-V/def2-TZVPD

```
! wB97M-V def2-TZVPD RIJCOSX def2/J DEFGRID3
* xyz 0 1
H -3.625 -1.514 -4.508
H -0.704 5.572 -2.095
C -0.421 4.005 3.812
C 0.631 -0.751 2.665
H 3.685 -0.164 2.623
H 2.048 -2.582 -4.604
H -3.269 -3.310 2.659
C 4.589 0.556 0.788
O -3.666 1.927 -0.260
H 5.644 2.441 0.693
C -1.437 2.584 -0.737
H -2.035 1.792 1.837
N -0.229 2.034 -0.729
C -3.428 -1.480 0.601
H -2.011 -1.661 -3.806
C 0.898 2.019 3.499
C -0.055 1.503 2.603
H -3.987 1.541 -4.228
C 2.792 -1.162 -2.189
C 0.253 -0.881 4.025
H 1.041 -0.201 -2.980
H 3.509 -0.576 -4.744
H 0.547 -1.691 -4.805
C -3.190 -0.036 -2.967
C -1.651 3.867 -1.195
H 4.223 1.525 2.676
H -4.378 0.302 2.345
C -2.505 1.599 -0.407
H 3.081 0.916 -3.903
C 4.852 1.924 0.148
C -2.907 -1.271 2.002
C -0.567 4.576 -1.698
H 0.783 -2.707 -3.376
C -2.775 -0.949 -4.125
H 1.549 4.443 -2.170
H 0.329 -2.065 5.788
C 2.677 0.017 -4.359
C 1.823 -2.852 2.849
H -1.608 -3.015 2.146
H 5.150 1.830 -0.894
N -2.000 0.327 -0.337
C 1.426 -1.769 2.096
C 3.763 0.757 2.049
C -3.598 -0.850 -1.750
C -4.321 0.904 -3.405
H -5.073 -1.921 -2.871
C 1.870 -0.814 -3.346
C 4.027 -0.476 -0.197
C 2.020 1.837 -1.368
H -4.821 -1.261 3.031
C -4.603 -1.795 -1.903
H 2.438 -3.610 2.383
H -2.334 4.004 2.826
H -3.575 -0.282 3.818
C 3.634 -2.256 -2.317
C -3.985 -0.582 2.851
C 1.448 -2.961 4.184
H 2.765 1.086 1.768
N 1.846 0.615 -0.809
C 1.279 -2.026 -4.067
C 0.679 3.968 -1.739
H -2.373 -0.348 -4.943
H 1.494 3.659 4.720
H 5.661 -1.760 0.310
H 1.761 -3.816 4.769
I -0.201 -2.273 -0.754
N 0.201 0.309 1.918
C 0.724 3.265 4.069
H 1.768 -1.669 1.075
H 3.961 2.548 0.185
C -4.440 -2.409 0.398
H 1.789 1.444 3.709
H -2.657 4.262 -1.189
H -4.790 -3.008 1.229
H 5.561 0.161 1.092
C 4.822 -1.609 -0.360
C -5.020 -2.577 -0.844
C -2.463 -2.577 2.663
Co -0.056 0.218 -0.229
H -5.794 -3.320 -0.985
H 5.205 -3.420 -1.441
C 0.804 2.686 -1.236
H -2.319 0.571 -2.712
I 1.730 -4.874 -0.315
C -3.001 -0.693 -0.481
H -5.188 0.334 -3.742
H -0.389 -0.133 4.470
H 2.045 0.304 -5.203
C 4.599 -2.527 -1.366
H -2.053 -0.602 1.946
C 0.654 -1.972 4.760
H 3.525 -2.920 -3.163
H -0.550 4.983 4.257
H -4.629 1.540 -2.578
H -2.175 -2.396 3.699
C -1.231 2.233 2.404
C 2.899 -0.336 -1.042
O 2.997 2.251 -1.968
C -1.411 3.466 3.000
*
```

As for the LUMO energy (alpha / beta): -0.146 / -0.145 Ha. As for the largest force on an atom: 0.0364 Eh/bohr. As for the molar mass: 964.62 g/mol. The calculation puts the relative energy (zero: lowest compared OMol25 entry of this formula, charge and spin) at 12.6 kcal/mol. Its HOMO energy (alpha / beta) is -7.171 / -7.175 eV.

=====

Entry 2:
Formula: C43H47GdN4O3S2
Source: the Open Molecules 2025 dataset
Level of theory: ωB97M-V/def2-TZVPD

```
! wB97M-V def2-TZVPD RIJCOSX def2/J DEFGRID3
* xyz 0 8
S 0.065 -1.142 4.646
C -3.842 2.532 1.239
C -0.903 -5.388 -1.499
C -0.567 0.250 5.590
H -4.274 4.012 -0.177
H -2.028 3.021 4.317
C 1.092 -3.745 -0.485
H -4.670 -2.326 3.341
N -0.608 -2.007 -0.008
C -3.686 -4.520 -0.533
H -3.986 -3.279 -2.948
C -4.033 2.943 -0.225
H -3.438 -4.588 0.523
C -2.701 3.994 -1.963
C -0.241 -3.285 -0.485
C 1.422 1.171 -2.691
H -5.221 1.238 -0.997
O -1.094 1.401 2.271
H 0.185 -0.644 -4.427
C -1.410 1.601 7.344
C 0.614 3.584 0.068
H -1.673 5.024 -3.529
O -0.834 -2.249 4.798
C -1.744 4.118 -2.947
Gd 0.122 0.044 0.904
H -1.449 0.008 -4.257
H 1.632 2.039 -3.312
C 2.204 -2.654 1.517
H 2.617 -1.952 -1.868
C -0.893 3.056 -3.187
C -1.238 -4.121 -1.049
C 2.239 2.300 1.081
C -2.700 -1.060 0.869
C -0.969 1.904 -2.424
C -2.772 -3.148 2.739
H -3.795 0.270 -0.386
H -1.593 1.767 8.395
C -1.630 -2.023 0.900
H 2.067 0.365 -3.028
H 4.033 3.304 1.680
C -2.992 -3.692 -2.787
C 2.511 -1.682 -0.818
C -1.733 -3.068 1.853
H 1.665 -0.972 -0.721
H 2.404 -5.357 -0.947
H 3.424 -1.181 -0.494
H 2.154 -3.589 2.074
H -2.274 -3.100 -3.351
C -0.740 0.451 6.939
H 3.164 -3.573 -0.130
H -0.377 -0.267 7.659
H -3.262 1.629 1.382
H -5.384 2.737 -1.894
S 2.734 0.748 1.609
C 1.379 -5.015 -0.966
H -4.677 -4.078 -0.621
C -3.832 -2.240 2.667
C 2.644 4.641 0.735
C -0.051 0.753 -2.785
C -1.680 2.320 5.058
H -3.728 -5.525 -0.946
C -2.840 2.852 -1.172
N -0.170 -0.446 3.160
H 1.008 5.654 -0.250
H 1.322 -2.055 1.790
C -1.864 2.528 6.416
N 1.015 2.382 0.496
H -3.372 4.826 -1.797
C -3.798 -1.242 1.730
C -1.040 1.158 4.660
C 0.394 -5.855 -1.447
O 1.455 -1.399 4.863
H -4.817 2.394 1.706
H -4.619 -0.541 1.662
H -2.981 -4.707 -3.173
H 1.684 1.415 -1.657
H 3.097 -2.114 1.831
C -5.272 2.318 -0.895
C -2.782 0.017 -0.073
H -2.776 -3.920 3.490
H -3.323 3.325 1.775
C -0.390 0.251 -4.194
C -0.777 0.720 3.271
C 2.278 -2.944 0.016
C -1.919 1.794 -1.380
H -1.673 -6.025 -1.908
H -0.160 3.133 -3.974
C 3.068 3.428 1.217
H -0.374 3.616 -0.370
H 0.637 -6.845 -1.803
C -2.665 -3.665 -1.290
H -0.229 -0.089 -2.094
C 1.380 4.725 0.147
H -2.377 3.416 6.754
H 3.275 5.515 0.806
H -2.775 -2.633 -0.962
H -0.930 -3.790 1.888
N -1.768 0.661 -0.560
H -6.166 2.556 -0.321
H -0.171 1.007 -4.943
*
```

As for the LUMO energy (alpha / beta): -0.005 / -0.084 Ha. As for the largest force on an atom: 0.0367 Eh/bohr. As for the molar mass: 889.26 g/mol. The expectation value of S² is 16.043. Its HOMO energy (alpha / beta) is -7.232 / -7.168 eV.